8 unconnected molecules or ions with the total composition C38H71BCl2O27S at a distorted geometry. Source: OMol25; level of theory: ωB97M-V/def2-TZVPD.

Each line ends with the Mulliken charge.
Element x y z (Å)
C -6.0927 3.4354 2.8194  -1.005
B -5.2207 2.1256 2.7646  0.105
O -5.0093 1.5402 1.5471  -0.207
C -4.6297 1.5870 4.1605  0.294
C -3.7118 2.6178 4.8486  -1.602
C -3.1782 2.1766 6.2345  0.395
C -1.9473 2.9612 6.6056  -0.346
Cl -2.1804 4.0378 7.9632  -0.183
C -0.7596 2.9222 6.0057  0.443
C -0.4279 2.0179 4.8532  -0.947
Cl 0.5505 3.9083 6.5578  -0.196
C -3.0764 0.6417 6.4099  -0.327
O -4.3462 0.1603 6.7952  -0.565
C -2.0794 0.2190 7.4968  -0.672
C -1.9426 -1.3017 7.4919  -0.084
O -2.4465 -2.0088 8.3254  -0.487
O -2.7176 -0.0310 5.2234  -0.190
S -3.7874 0.0244 4.0144  1.163
O -2.9811 -0.0452 2.8341  -0.675
O -4.7624 -1.0127 4.1008  -0.812
H -6.1298 3.9376 1.8604  0.261
H -5.7647 4.1396 3.5817  0.368
H -7.0999 3.1314 3.1143  0.319
H -5.4055 0.6575 1.4965  0.228
H -5.4853 1.4362 4.8175  0.300
H -2.9235 2.9755 4.1979  0.412
H -4.3257 3.4883 5.0579  0.345
H -3.9441 2.4801 6.9380  1.004
H -0.4183 0.9728 5.1369  0.179
H 0.5879 2.2435 4.5431  0.491
H -1.0475 2.1831 3.9807  0.113
H -4.5346 0.4491 7.6910  0.506
H -1.0875 0.6255 7.3240  0.420
H -2.4854 0.4783 8.4694  0.463
H -1.3281 -1.7072 6.6681  0.336
C -0.9226 0.7524 0.5568  -0.857
C -2.0461 1.4315 -0.1904  0.618
O -1.5858 2.1017 -1.3793  -0.450
C -1.4068 1.3093 -2.4332  0.669
O -1.6066 0.1215 -2.4662  -0.510
O -0.9864 2.0559 -3.4534  -0.397
C -0.7074 1.3130 -4.6424  -0.550
H -0.1280 1.4702 0.7734  0.360
H -1.3034 0.3356 1.4913  0.065
H -0.4802 -0.0551 -0.0277  0.318
H -2.4861 2.2062 0.4318  0.161
H -2.8390 0.7337 -0.4505  -0.156
H -1.5569 0.6959 -4.9270  0.293
H 0.1782 0.6950 -4.4995  0.222
H -0.5108 2.0353 -5.4291  0.239
C -3.7805 -1.8550 -0.8777  -1.529
C -4.3834 -1.5262 0.4716  1.200
O -5.7501 -1.0764 0.3645  -0.290
C -6.6627 -2.0315 0.2034  0.610
O -6.4581 -3.2134 0.1584  -0.556
O -7.8592 -1.4438 0.1025  -0.283
C -8.9390 -2.3487 -0.1340  -0.534
H -3.8864 -1.0176 -1.5672  0.332
H -2.7207 -2.0804 -0.7652  0.355
H -4.2699 -2.7163 -1.3328  0.489
H -3.8447 -0.7001 0.9260  -0.716
H -4.3209 -2.3683 1.1588  0.380
H -8.9543 -3.1472 0.6043  0.337
H -8.8687 -2.7666 -1.1371  0.307
H -9.8563 -1.7736 -0.0511  0.040
C 5.9027 0.9806 -5.3753  -1.018
C 5.6249 -0.1339 -6.3610  -0.300
O 5.0525 -1.2770 -5.7089  -0.369
C 3.7515 -1.1883 -5.4382  0.759
O 3.0325 -0.2617 -5.7039  -0.570
O 3.3836 -2.3022 -4.8068  -0.304
C 2.0144 -2.3111 -4.3872  -0.624
H 6.5125 0.6139 -4.5481  0.212
H 6.4282 1.8016 -5.8628  0.354
H 4.9777 1.3696 -4.9506  0.399
H 6.5601 -0.4752 -6.8018  0.288
H 4.9818 0.2010 -7.1741  0.394
H 1.3455 -2.0868 -5.2147  0.301
H 1.8679 -1.5953 -3.5795  0.297
H 1.7944 -3.3078 -4.0153  0.193
C -11.0487 0.6970 1.0859  -0.861
C -11.5698 1.0515 2.4615  -0.229
O -12.9200 1.5331 2.4079  -0.363
C -13.8551 0.5926 2.2914  0.783
O -13.6677 -0.5946 2.2510  -0.554
O -15.0419 1.1962 2.2305  -0.342
C -16.1444 0.3064 2.0444  -0.635
H -11.1668 1.5392 0.4030  0.291
H -9.9929 0.4277 1.1351  0.220
H -11.6001 -0.1430 0.6637  0.298
H -10.9851 1.8660 2.8851  0.245
H -11.5002 0.2060 3.1454  0.322
H -16.1401 -0.4836 2.7918  0.298
H -16.1163 -0.1228 1.0441  0.292
H -17.0466 0.9009 2.1548  0.222
C 13.0120 1.7783 -4.9038  -0.802
C 12.7095 0.6543 -5.8718  -0.191
O 12.1389 -0.4802 -5.2027  -0.380
C 10.8451 -0.3830 -4.9121  0.804
O 10.1271 0.5487 -5.1719  -0.565
O 10.4814 -1.4902 -4.2685  -0.374
C 9.1238 -1.4876 -3.8230  -0.441
H 13.6343 1.4176 -4.0840  0.294
H 13.5339 2.5883 -5.4129  0.375
H 12.0964 2.1788 -4.4701  0.047
H 13.6303 0.2921 -6.3249  0.320
H 12.0527 0.9837 -6.6763  0.279
H 8.4415 -1.2631 -4.6402  0.127
H 8.9973 -0.7663 -3.0163  0.280
H 8.9038 -2.4807 -3.4430  0.244
C 11.1506 4.4561 1.3444  -1.082
C 10.0042 5.2829 0.8024  -0.186
O 10.0231 5.3350 -0.6306  -0.382
C 9.5406 4.2569 -1.2471  0.748
O 9.0823 3.2807 -0.7137  -0.564
O 9.6513 4.4482 -2.5599  -0.359
C 9.2224 3.3377 -3.3537  -0.454
H 12.1007 4.8184 0.9498  0.291
H 11.1771 4.5099 2.4327  0.352
H 11.0501 3.4111 1.0535  0.307
H 10.0974 6.3157 1.1331  0.289
H 9.0417 4.9098 1.1509  0.311
H 8.2149 3.0288 -3.0834  0.292
H 9.9141 2.5053 -3.2418  0.150
H 9.2279 3.6639 -4.3894  0.258
C 4.1695 -5.3592 -1.3298  -1.108
C 3.9214 -6.4747 -2.3236  -0.148
O 3.3479 -7.6215 -1.6813  -0.341
C 2.0411 -7.5383 -1.4387  0.782
O 1.3227 -6.6182 -1.7289  -0.557
O 1.6632 -8.6564 -0.8204  -0.338
C 0.2844 -8.6816 -0.4439  -0.625
H 4.7662 -5.7218 -0.4918  0.333
H 4.6933 -4.5293 -1.8045  0.334
H 3.2327 -4.9826 -0.9199  0.298
H 4.8668 -6.8078 -2.7475  0.281
H 3.2904 -6.1464 -3.1488  0.284
H -0.3574 -8.4629 -1.2941  0.294
H 0.1006 -7.9686 0.3582  0.291
H 0.0776 -9.6859 -0.0861  0.219

- Total energy: -4865.5537 a.u.
- Molar mass: 1073.74 u

A molecular structure, C38H71CdN2O23S5 at a distorted geometry. Source: OMol25; level of theory: ωB97M-V/def2-TZVPD.

Each line ends with the Mulliken charge.
Element x y z (Å)
Cd 1.3564 -0.6227 2.7930  3.317
N -0.8120 0.3455 -0.1697  0.304
O -0.7247 0.4265 1.0569  -0.556
O -1.8229 -0.2051 -0.6983  -0.401
O 0.1560 0.8321 -0.8626  -0.642
S 4.0879 -0.4379 3.2507  1.003
O 3.2406 -0.0150 2.0294  -0.845
O 4.4076 0.7982 3.9598  -0.755
O 3.0826 -1.1626 4.0042  -0.996
O 5.0904 -1.3603 2.8160  -0.670
O -3.8258 -6.7727 0.4611  -0.653
C -3.9437 -5.5613 0.5112  0.341
O -3.1033 -4.6976 -0.0923  -0.339
C -3.4943 -3.3480 0.3648  0.473
C -4.9753 -3.4356 0.6657  -0.416
C -5.0889 -4.8707 1.1946  -0.476
H -3.1476 -2.7890 -0.4622  0.061
H -2.9212 -3.2126 1.2923  -0.235
H -5.5217 -3.2847 -0.2801  0.444
H -5.2866 -2.7446 1.4429  0.215
H -6.0353 -5.3340 1.0020  0.402
H -4.8285 -4.9321 2.2507  0.198
O 0.7519 -2.8677 1.1783  -0.451
C 0.5772 -4.0987 1.3251  0.070
O 0.3586 -4.6030 2.5692  -0.349
C -0.2756 -5.8756 2.3909  -0.250
C 0.0511 -6.3356 0.9901  -0.629
C 0.4446 -5.0989 0.2374  0.140
H -1.3589 -5.6983 2.5572  0.092
H 0.0237 -6.5450 3.1966  0.367
H -0.8750 -6.7893 0.6595  0.232
H 0.7772 -7.1325 0.9712  0.316
H -0.3394 -4.8032 -0.4664  0.201
H 1.3958 -5.1590 -0.3192  0.193
O 6.0149 -2.9170 -0.7330  -0.640
C 4.9810 -2.3770 -1.0283  0.275
O 4.8394 -1.3947 -1.9416  -0.362
C 3.4448 -1.2091 -2.2326  -0.108
C 2.6322 -1.7630 -1.0151  1.074
C 3.6242 -2.7181 -0.4337  -0.027
H 3.2615 -1.7673 -3.1739  0.083
H 3.2429 -0.1425 -2.4393  -0.063
H 1.6460 -2.0546 -1.3751  0.230
H 2.4851 -0.9484 -0.3197  -0.681
H 3.4897 -3.7620 -0.7395  0.039
H 3.7416 -2.6708 0.6484  0.130
O 0.4171 0.9590 4.1833  -1.028
C 0.8326 2.1204 4.3242  0.008
O 0.2070 2.9347 5.1878  -0.348
C 0.8479 4.2247 5.1604  -0.562
C 1.8090 4.2463 3.9921  -0.444
C 2.0044 2.7548 3.6720  0.635
H 1.2800 4.3265 6.1456  0.262
H -0.0139 4.8712 5.1103  0.360
H 2.7585 4.6923 4.2501  0.395
H 1.3281 4.7394 3.1751  0.039
H 2.9505 2.3751 4.1521  0.121
H 2.1292 2.5413 2.6103  -0.034
C 0.1162 3.9978 -2.2536  -0.805
C -1.3658 3.7004 -2.0702  0.053
C -1.9199 4.5256 -0.8540  -0.653
S -0.4948 4.9389 0.1282  1.060
O -0.5358 4.3237 1.4586  -0.472
O -0.2587 6.3324 0.0068  -0.742
C 0.6901 4.0970 -0.8605  -0.359
H 0.2285 4.9657 -2.7344  0.420
H 0.6575 3.2966 -2.8754  0.119
H -1.4407 2.6260 -1.8633  -0.344
H -2.0085 3.7827 -2.9646  0.543
H -2.6371 4.0302 -0.1959  0.283
H -2.3191 5.4904 -1.1344  0.396
H 0.9011 3.1458 -0.4264  -0.053
H 1.5896 4.7084 -0.7452  0.588
C -2.2646 0.2711 6.0985  -0.440
C -2.7836 1.0550 4.8647  -0.631
C -2.4677 0.1892 3.6587  0.716
S -2.1363 -1.5144 4.0863  1.084
O -0.6833 -1.6650 3.9613  -0.762
O -3.0896 -2.4774 3.5655  -0.686
C -2.5440 -1.2000 5.8553  -1.022
H -2.6874 0.6277 7.0334  0.566
H -1.1833 0.4145 6.2270  0.041
H -2.2808 2.0103 4.7480  0.240
H -3.8287 1.1209 5.0967  0.423
H -1.5477 0.4919 3.1825  -0.711
H -3.2906 0.1288 2.9248  0.272
H -1.9932 -1.9414 6.4415  0.484
H -3.6079 -1.5287 5.8474  0.351
C 5.2676 1.6249 0.0010  0.458
C 5.5244 2.6000 1.1716  -0.161
C 6.5798 1.9159 2.0554  -0.563
S 7.7563 1.1270 0.9290  1.156
O 8.0644 -0.2232 1.3075  -0.621
O 8.8465 2.1176 0.6195  -0.739
C 6.6517 1.1816 -0.4699  -0.916
H 4.6463 1.9774 -0.8303  0.523
H 4.7190 0.7791 0.4226  -0.729
H 4.6869 2.8534 1.8278  -0.286
H 5.8163 3.5830 0.7635  0.419
H 6.1301 1.2085 2.7458  0.123
H 7.1646 2.6200 2.6562  0.554
H 6.7216 0.2480 -1.0352  0.377
H 7.1131 1.9574 -1.0711  0.413
C -4.8605 0.1356 -0.8564  0.889
C -4.9936 0.7894 -2.2201  -0.604
C -5.3105 2.2944 -2.0152  -0.189
S -5.8977 2.5158 -0.3667  1.119
O -7.2574 3.0754 -0.3974  -0.750
O -4.8685 3.2433 0.3575  -0.579
C -5.9029 0.7611 0.0663  -1.036
H -3.9002 0.4111 -0.4820  -0.203
H -4.9841 -0.9491 -0.8531  -0.073
H -5.7100 0.2969 -2.8898  0.343
H -4.0956 0.7002 -2.8235  0.001
H -6.0581 2.7571 -2.6781  0.446
H -4.3904 2.8662 -2.0868  -0.218
H -6.9206 0.4562 -0.2416  0.397
H -5.7516 0.5994 1.1140  0.462
C 2.2493 1.0988 -5.4613  -1.598
C 1.3862 -0.1246 -5.1989  0.234
N 0.0852 -0.1369 -5.8983  0.278
C -0.7784 -1.1338 -5.3558  -0.788
C -1.3184 -0.9158 -3.9536  -0.459
C 0.2974 -0.2844 -7.3370  -0.184
C -0.9686 0.0056 -8.1148  -1.361
H 3.0348 1.0986 -4.7330  0.430
H 1.7534 2.0851 -5.3891  0.251
H 2.7580 1.0179 -6.4350  0.470
H 1.9110 -1.0790 -5.4363  0.267
H 1.2596 -0.2088 -4.1376  -0.215
H -1.6036 -1.3135 -6.0402  0.417
H -0.3045 -2.2423 -5.3553  0.193
H -0.5499 -1.0283 -3.2014  -0.090
H -1.8878 0.0390 -3.9698  0.024
H -2.0838 -1.6838 -3.7872  0.423
H 0.7250 -1.2795 -7.5976  0.292
H 1.0372 0.4836 -7.5511  0.312
H -1.4264 0.9422 -7.7530  0.329
H -1.7761 -0.7182 -8.0534  0.342
H -0.7755 0.2403 -9.1677  0.406

- Net charge: -1
- Total energy: -5489.2210 a.u.
- Molar mass: 1196.72 u

7 unconnected molecules or ions with the total composition C38H72BO21P at a distorted geometry. Source: OMol25; level of theory: ωB97M-V/def2-TZVPD.

Each line ends with the Mulliken charge.
Element x y z (Å)
C 5.7948 1.7601 -0.2777  -1.099
C 4.2277 2.0982 -0.5893  0.427
O 4.0776 1.9739 -2.0291  -0.364
P 2.6018 2.6429 -2.5848  0.809
O 2.9349 3.3267 -3.9379  -0.806
C 1.4763 1.1659 -3.0187  -0.559
C -0.0673 1.4563 -2.6484  -0.592
B -0.8102 0.1394 -2.0514  0.315
C -2.3961 -0.1111 -2.3685  -0.649
C -3.2463 0.4235 -1.1099  -0.336
C -3.8858 1.8702 -1.2934  0.659
C -3.3295 3.0123 -2.1650  0.015
C -3.9969 4.4331 -2.2609  -0.561
C -5.2839 4.7261 -1.4433  -0.404
C -5.8688 3.5626 -0.5828  -0.393
C -5.2054 2.1708 -0.5019  -0.616
O 1.9054 3.6919 -1.4452  -0.285
C 1.3510 4.8892 -2.0607  -0.254
C 2.4611 6.0213 -2.3919  -0.881
H 6.2636 2.6974 0.2114  0.283
H 6.3382 1.5903 -1.2659  0.289
H 5.9212 0.9203 0.4842  0.299
H 3.5712 1.3663 0.0193  -0.183
H 4.0645 3.1542 -0.1810  0.252
H 1.7846 0.1970 -2.4895  0.341
H 1.5344 1.0188 -4.1579  0.275
H -0.2160 2.3369 -1.9230  0.293
H -0.6434 1.7455 -3.6108  0.229
H -0.1726 -0.5886 -1.3664  -0.195
H -2.7351 0.2813 -3.3840  0.337
H -2.5189 -1.2631 -2.4054  0.237
H -4.0727 -0.3379 -0.8612  0.335
H -2.5331 0.4216 -0.1963  0.122
H -2.3909 2.8635 -2.7871  0.113
H -3.4911 5.2277 -2.9194  0.318
H -5.7172 5.7758 -1.5212  0.338
H -6.8150 3.7726 0.0327  0.270
H -5.6849 1.3567 0.1448  0.253
H 0.6715 4.6472 -2.9469  0.289
H 0.6610 5.3630 -1.2612  0.299
H 3.5084 5.6514 -2.0854  0.213
H 2.2211 7.0415 -1.9477  0.301
H 2.4989 6.0847 -3.5445  0.263
C 0.1567 -3.7108 4.3890  -1.130
C -0.8739 -2.9234 3.6021  -0.079
O -0.5141 -1.5373 3.5148  -0.364
C 0.4679 -1.2448 2.6486  0.724
O 1.0580 -2.0321 1.9489  -0.566
O 0.7068 0.0769 2.7166  -0.303
C 1.8108 0.5035 1.9193  -1.023
H 0.3156 -3.2601 5.3721  0.284
H -0.1666 -4.7456 4.5201  0.381
H 1.1248 -3.7164 3.8828  0.314
H -1.8332 -2.9655 4.1231  0.209
H -1.0300 -3.3432 2.6043  0.303
H 1.6989 0.1855 0.8802  0.364
H 2.7420 0.1187 2.3413  0.425
H 1.8436 1.5936 1.9445  0.492
C 4.3657 3.8236 7.9996  -1.090
C 4.6839 2.3587 8.2333  -0.164
O 3.5606 1.5252 7.9205  -0.376
C 3.3254 1.3335 6.6130  0.732
O 3.9705 1.7913 5.6991  -0.572
O 2.2282 0.5689 6.4919  -0.379
C 1.8045 0.3804 5.1419  -0.561
H 3.4674 4.1139 8.5505  0.291
H 5.1981 4.4548 8.3185  0.353
H 4.1690 4.0245 6.9441  0.308
H 4.9032 2.2021 9.2920  0.286
H 5.5662 2.0406 7.6705  0.305
H 2.6163 -0.0081 4.5236  0.279
H 1.4276 1.3209 4.7361  0.324
H 0.9931 -0.3466 5.1425  0.227
C 3.0148 -1.8855 -5.9694  -1.080
C 2.7698 -3.3537 -6.2623  -0.074
O 1.3727 -3.6707 -6.1980  -0.367
C 0.6372 -3.2707 -7.2463  0.756
O 1.0455 -2.6834 -8.2197  -0.551
O -0.6428 -3.6084 -7.0139  -0.335
C -1.5512 -3.1397 -8.0087  -0.639
H 2.5686 -1.6056 -5.0114  0.190
H 4.0853 -1.6711 -5.9395  0.406
H 2.5595 -1.2464 -6.7294  0.332
H 3.2639 -3.9598 -5.4996  0.330
H 3.1867 -3.6495 -7.2292  0.220
H -1.2445 -3.4572 -9.0074  0.292
H -1.6289 -2.0513 -7.9582  0.290
H -2.5313 -3.5680 -7.7959  0.225
C -5.4938 -7.7893 4.8169  -1.087
C -5.6948 -6.9093 3.5975  -0.158
O -6.4671 -5.7446 3.9170  -0.357
C -5.8161 -4.7812 4.5863  0.787
O -4.6582 -4.8115 4.9306  -0.558
O -6.6832 -3.7867 4.8385  -0.335
C -6.1425 -2.7421 5.6457  -0.562
H -6.4554 -8.0409 5.2713  0.292
H -4.9763 -8.7120 4.5455  0.359
H -4.9049 -7.2795 5.5827  0.306
H -6.2607 -7.4616 2.8439  0.287
H -4.7423 -6.6246 3.1412  0.288
H -5.2184 -2.3478 5.2179  0.227
H -5.9711 -3.1074 6.6607  0.282
H -6.8759 -1.9361 5.6859  0.230
C 8.6097 -6.9048 -3.7120  -1.092
C 7.1341 -7.2525 -3.7711  -0.180
O 6.4239 -6.3638 -4.6433  -0.321
C 6.5947 -6.5792 -5.9568  0.704
O 7.2779 -7.4422 -6.4536  -0.560
O 5.8985 -5.6463 -6.6283  -0.240
C 6.0847 -5.6954 -8.0420  -0.667
H 8.7462 -5.8559 -3.4365  0.289
H 9.1254 -7.5341 -2.9834  0.355
H 9.0901 -7.0424 -4.6834  0.314
H 6.6954 -7.1316 -2.7780  0.284
H 6.9742 -8.2924 -4.0700  0.307
H 5.8728 -6.6915 -8.4358  0.327
H 7.1029 -5.3908 -8.2937  0.304
H 5.3887 -4.9891 -8.4964  0.190
C -8.3598 7.6732 3.3419  -1.096
C -7.5830 8.4582 2.3016  -0.142
O -6.1851 8.4976 2.6154  -0.364
C -5.5021 7.3687 2.3691  0.770
O -5.9562 6.3472 1.9119  -0.537
O -4.2283 7.5573 2.7500  -0.340
C -3.4171 6.3882 2.6421  -0.577
H -8.1702 8.0698 4.3425  0.302
H -9.4319 7.7189 3.1383  0.361
H -8.0586 6.6233 3.3547  0.300
H -7.9311 9.4937 2.2976  0.288
H -7.7390 8.0615 1.2943  0.275
H -3.4602 5.9664 1.6355  0.259
H -3.7303 5.6487 3.3825  0.277
H -2.3862 6.6751 2.8526  0.221

- Total energy: -3437.2726 a.u.
- Molar mass: 906.76 u